{"formula": "C15H17NO2S", "method": "wB97M-V/def2-TZVPD", "de_lowest_kj_mol": 29.4, "total_energy_ev": -32251.2575, "homo_ev": -8.6, "orbital_gap_ev": 9.35, "smiles": "O=C(Cc1ccccc1)NCCSCc1ccco1", "symbols": ["O", "C", "N", "H", "C", "C", "H", "H", "S", "C", "C", "C", "C", "C", "O", "H", "H", "H", "H", "H", "H", "H", "C", "C", "C", "C", "C", "C", "C", "H", "H", "H", "H", "H", "H", "H"], "coordinates": [[3.235, 2.641, 0.102], [2.579, 2.087, -0.751], [1.304, 2.434, -1.056], [0.777, 1.805, -1.646], [0.517, 3.256, -0.170], [-0.128, 2.420, 0.932], [-0.760, 3.040, 1.569], [0.644, 1.934, 1.529], [-1.169, 1.102, 0.195], [-1.735, 0.320, 1.765], [-2.333, -1.005, 1.502], [-1.834, -2.264, 1.678], [-2.842, -3.153, 1.235], [-3.872, -2.369, 0.820], [-3.575, -1.070, 0.979], [-4.835, -2.605, 0.411], [-2.801, -4.223, 1.230], [-0.876, -2.520, 2.080], [-0.857, 0.215, 2.402], [-2.461, 0.999, 2.216], [-0.249, 3.772, -0.753], [1.191, 3.987, 0.285], [3.098, 0.932, -1.605], [2.239, -0.271, -1.333], [1.243, -0.660, -2.221], [0.412, -1.726, -1.923], [0.565, -2.416, -0.734], [1.554, -2.034, 0.157], [2.383, -0.967, -0.139], [3.149, -0.664, 0.560], [1.683, -2.570, 1.086], [-0.085, -3.246, -0.503], [-0.359, -2.017, -2.622], [1.121, -0.133, -3.157], [4.135, 0.747, -1.328], [3.051, 1.215, -2.658]], "forces_ev_per_a": [[0.207, 0.110, 0.371], [0.084, -0.181, -0.560], [-0.319, 0.157, -0.228], [0.181, -0.027, 0.047], [-0.036, 0.027, 0.263], [-0.314, -0.301, -0.141], [0.079, 0.068, 0.052], [0.037, 0.088, 0.054], [0.087, 0.117, 0.302], [-0.066, 0.406, -0.561], [0.810, -0.466, 0.407], [-0.210, 0.693, 0.031], [-0.488, 0.145, -0.223], [0.145, -0.894, 0.025], [-0.125, 0.536, -0.070], [-0.151, 0.071, -0.056], [-0.081, -0.229, -0.031], [0.238, 0.031, 0.088], [-0.097, -0.068, 0.071], [0.071, -0.093, 0.162], [0.069, 0.042, 0.057], [-0.160, -0.026, -0.092], [0.069, 0.088, 0.241], [0.000, -0.162, -0.170], [0.123, -0.034, 0.020], [-0.086, -0.074, -0.017], [-0.044, -0.070, -0.056], [-0.001, -0.019, 0.063], [0.016, 0.039, -0.019], [0.097, 0.027, 0.081], [0.016, -0.049, 0.079], [-0.058, -0.058, 0.015], [-0.071, -0.032, -0.060], [0.014, 0.064, -0.103], [-0.063, 0.091, -0.031], [0.027, -0.018, -0.011]]}

=====

{"formula": "C15H17NO3", "method": "wB97M-V/def2-TZVPD", "de_lowest_kj_mol": 1313.2, "total_energy_ev": -23449.7310, "homo_ev": -7.6, "orbital_gap_ev": 7.95, "symbols": ["C", "C", "C", "C", "C", "C", "C", "H", "H", "C", "C", "O", "H", "C", "C", "O", "N", "C", "H", "C", "O", "C", "H", "C", "H", "H", "H", "H", "H", "H", "H", "H", "H", "H", "H", "H"], "coordinates": [[-6.192, -0.816, 0.252], [-4.637, -0.462, 0.088], [-4.226, 0.956, 0.179], [-2.972, 1.102, 0.105], [-2.044, -0.057, -0.207], [-2.546, -1.289, -0.116], [-3.929, -1.593, 0.073], [-4.208, -2.465, -0.302], [-1.831, -1.975, -0.407], [-0.762, 0.749, -0.088], [-1.146, 2.308, 0.106], [-2.523, 2.434, 0.114], [-0.422, 2.781, 0.020], [0.525, 0.174, -0.225], [1.724, 0.962, -0.377], [1.629, 2.144, 0.083], [2.947, 0.190, -0.457], [4.112, 1.057, -0.387], [4.776, 1.098, -1.487], [4.998, 0.633, 0.787], [5.225, -0.802, 0.437], [3.951, -1.430, 0.659], [3.528, -1.285, 1.515], [3.099, -1.014, -0.474], [3.682, -1.063, -1.840], [2.324, -1.618, -0.655], [4.357, -2.758, 0.377], [4.569, 0.943, 1.601], [5.925, 1.034, 0.772], [3.932, 2.122, -0.241], [0.481, -0.340, -1.266], [0.571, -0.683, 0.410], [-5.065, 1.704, 0.369], [-6.566, -1.497, -0.744], [-6.896, 0.006, 0.255], [-6.387, -1.250, 1.070]], "forces_ev_per_a": [[1.326, 2.562, -9.169], [-5.752, 1.594, 1.683], [-7.521, -3.510, 0.802], [4.369, 0.884, -1.714], [0.494, 7.474, 2.862], [-0.164, -0.802, -0.354], [5.040, 4.676, -0.749], [-1.894, -3.919, -0.585], [1.138, -2.265, -0.129], [-4.623, 6.028, 0.440], [-10.254, -17.044, -0.153], [2.889, -1.364, 0.303], [10.773, 9.757, -1.018], [-0.074, -2.815, -4.177], [1.258, 1.752, 4.915], [1.570, -2.399, -2.609], [-3.988, 17.237, 0.814], [3.076, 1.329, -2.275], [-1.881, -0.829, 2.961], [0.419, -3.687, -7.352], [-1.148, 1.328, 3.281], [6.452, -6.494, -8.026], [-2.329, 0.744, 5.538], [4.845, -9.408, -4.712], [-0.507, -1.371, 3.332], [-3.356, -2.002, -0.295], [-1.784, 3.881, 1.402], [-2.776, 0.414, 5.315], [2.974, 1.512, -0.399], [-1.096, -0.245, -0.094], [-0.132, 0.131, 1.100], [0.758, -0.603, 0.816], [1.656, -0.910, -0.441], [1.087, 1.636, 2.930], [0.207, 0.725, -0.359], [-1.053, -3.997, 6.119]]}

=====

{"formula": "C15H18BF2O8", "method": "wB97M-V/def2-TZVPD", "total_energy_ev": -38337.9761, "homo_ev": -4.3, "orbital_gap_ev": 6.74, "total_charge": -1, "symbols": ["O", "C", "O", "C", "C", "B", "C", "C", "C", "C", "C", "C", "H", "H", "H", "H", "H", "H", "H", "H", "H", "H", "H", "H", "C", "C", "O", "C", "O", "O", "F", "H", "H", "H", "C", "C", "O", "C", "O", "O", "F", "H", "H", "H"], "coordinates": [[4.919, 0.797, -0.123], [3.733, 0.506, -0.095], [3.263, -0.479, -0.940], [2.829, 1.292, 0.910], [1.488, 1.860, 0.262], [0.179, 1.184, 1.055], [-0.035, -0.302, 0.357], [0.685, -1.448, 0.912], [0.527, -2.749, 0.265], [-0.365, -2.837, -0.879], [-1.093, -1.698, -1.439], [-0.915, -0.374, -0.810], [3.941, -1.181, -0.957], [3.404, 2.156, 1.320], [2.639, 0.595, 1.771], [1.468, 1.453, -0.793], [1.444, 2.977, 0.223], [0.373, 1.045, 2.222], [-0.822, 1.850, 0.942], [1.337, -1.276, 1.792], [1.099, -3.623, 0.665], [-0.482, -3.823, -1.381], [-1.775, -1.768, -2.311], [-1.413, 0.546, -1.202], [-1.323, 1.806, 6.126], [-0.637, 0.475, 6.255], [0.128, 0.394, 5.075], [0.427, 1.684, 4.731], [1.262, 1.992, 3.957], [-0.366, 2.572, 5.406], [-1.537, -0.542, 6.263], [-2.248, 1.744, 5.548], [-1.541, 2.260, 7.092], [0.020, 0.391, 7.125], [-1.462, -0.135, -5.457], [-2.035, -0.406, -6.817], [-2.532, -1.723, -6.696], [-2.868, -1.874, -5.379], [-3.556, -2.746, -4.962], [-2.320, -0.895, -4.610], [-1.068, -0.392, -7.770], [-0.437, -0.496, -5.352], [-1.490, 0.922, -5.195], [-2.846, 0.267, -7.107]], "forces_ev_per_a": [[-0.516, -0.779, -0.195], [1.347, 1.485, 0.759], [-0.336, 0.215, 1.225], [-0.595, 0.004, -0.867], [0.098, -1.110, -0.057], [0.135, -0.564, -0.997], [-0.331, 0.052, 0.038], [-1.794, -0.578, -2.525], [-0.708, 2.184, -0.210], [0.027, 0.792, 0.056], [1.354, 1.231, 2.014], [1.344, -3.296, 0.617], [-0.158, 0.676, -0.250], [0.023, -0.996, -0.477], [-0.126, 0.579, -0.801], [-0.089, 0.754, 0.829], [0.439, -0.828, 0.104], [0.185, -0.194, 0.212], [-0.472, 0.298, -0.309], [-0.576, -0.300, -0.672], [-0.727, 0.659, -0.603], [0.047, 0.766, 0.439], [0.635, -0.371, 0.701], [0.456, -0.932, 0.475], [-0.371, 0.578, 0.281], [-0.184, -0.443, -0.505], [-0.046, 0.480, 0.617], [0.726, 0.323, -0.944], [0.107, 0.196, 0.785], [-0.005, -0.426, 0.108], [0.023, -0.148, 0.187], [0.070, -0.265, -0.001], [0.152, 0.121, -0.085], [-0.116, -0.163, 0.039], [0.327, 0.580, 0.520], [0.389, -0.269, -0.300], [-0.228, 0.447, 0.326], [-0.301, -0.589, 0.678], [0.193, 0.181, -0.192], [-0.249, -0.240, -0.653], [-0.073, 0.063, -0.180], [-0.049, -0.048, -0.199], [-0.129, -0.121, 0.172], [0.103, -0.007, -0.160]]}

=====

{"formula": "C15H18BiN6O2S2", "method": "wB97M-V/def2-TZVPD", "de_lowest_kj_mol": 38.8, "total_energy_ev": -56368.1938, "homo_ev": -17.6, "orbital_gap_ev": 6.93, "total_charge": 3, "symbols": ["Bi", "N", "C", "N", "C", "C", "S", "C", "C", "S", "C", "N", "N", "H", "H", "H", "H", "H", "H", "N", "C", "O", "C", "C", "C", "C", "N", "C", "H", "H", "H", "H", "H", "H", "C", "C", "C", "O", "H", "H", "H", "H", "H", "H"], "coordinates": [[0.052, -0.691, -0.381], [0.756, -2.268, 2.815], [0.486, -0.957, 2.835], [0.327, -0.202, 1.742], [0.032, 1.137, 2.056], [-0.045, 1.368, 3.377], [0.275, -0.066, 4.283], [-0.129, 2.054, 0.933], [-0.361, 3.375, 0.934], [-0.451, 4.000, -0.674], [-0.169, 2.432, -1.317], [-0.011, 1.504, -0.362], [-0.118, 2.205, -2.627], [1.252, -2.686, 2.044], [0.845, -2.767, 3.690], [-0.257, 2.296, 3.884], [-0.478, 4.034, 1.780], [-0.265, 2.958, -3.284], [0.112, 1.312, -3.029], [5.244, 2.235, 1.236], [5.334, 0.878, 1.316], [5.924, 0.256, 2.162], [4.513, 0.088, 0.316], [5.113, -0.961, -0.381], [4.336, -1.773, -1.193], [2.972, -1.562, -1.221], [2.382, -0.578, -0.514], [3.149, 0.255, 0.219], [5.856, 2.738, 1.867], [5.137, 2.657, 0.325], [6.177, -1.133, -0.269], [4.770, -2.577, -1.771], [2.327, -2.202, -1.816], [2.646, 1.046, 0.763], [-3.644, -2.144, 0.994], [-3.368, -0.751, 0.559], [-4.492, 0.205, 0.405], [-2.209, -0.385, 0.276], [-4.403, -2.178, 1.773], [-2.739, -2.656, 1.313], [-4.064, -2.679, 0.133], [-5.255, 0.058, 1.167], [-4.968, -0.007, -0.560], [-4.139, 1.233, 0.391]], "forces_ev_per_a": [[-0.035, 0.028, 0.039], [-0.010, 0.011, -0.012], [-0.008, -0.029, 0.048], [0.016, 0.017, -0.065], [0.005, 0.041, 0.003], [-0.003, -0.008, -0.027], [0.010, 0.000, -0.010], [0.010, 0.012, 0.015], [-0.001, -0.019, 0.002], [0.007, -0.013, 0.003], [-0.006, 0.021, -0.026], [0.001, -0.026, 0.050], [-0.029, 0.003, 0.010], [0.005, 0.005, 0.002], [0.002, -0.002, 0.000], [-0.005, -0.003, 0.006], [-0.004, 0.003, -0.003], [0.000, 0.001, -0.001], [0.021, -0.002, 0.004], [0.120, -0.107, -0.055], [-0.098, 0.167, 0.019], [-0.010, -0.032, 0.024], [0.071, -0.032, -0.024], [-0.015, 0.026, 0.011], [-0.006, -0.007, 0.000], [-0.006, -0.036, -0.014], [0.062, -0.020, 0.011], [0.018, 0.001, -0.004], [-0.016, -0.005, -0.003], [-0.061, 0.008, 0.036], [0.000, -0.011, -0.019], [-0.004, 0.001, -0.004], [0.005, -0.001, 0.003], [-0.009, 0.010, 0.010], [0.039, -0.024, -0.070], [0.040, -0.023, 0.017], [0.023, 0.023, -0.066], [-0.053, 0.050, 0.014], [-0.005, 0.013, 0.017], [-0.005, -0.006, 0.000], [-0.034, 0.005, 0.023], [-0.003, -0.007, 0.015], [-0.026, -0.022, 0.021], [-0.001, -0.010, 0.000]]}

=====

{"formula": "C15H18ClN3O", "method": "wB97M-V/def2-TZVPD", "de_lowest_kj_mol": 35.5, "total_energy_ev": -34887.0531, "homo_ev": -8.9, "orbital_gap_ev": 9.32, "smiles": "CC1CCN(Cc2nc(-c3ccc(Cl)cc3)no2)CC1", "symbols": ["C", "H", "H", "H", "C", "C", "C", "N", "C", "C", "N", "C", "N", "O", "C", "C", "C", "C", "C", "C", "H", "H", "Cl", "H", "H", "H", "H", "C", "C", "H", "H", "H", "H", "H", "H", "H", "H", "H"], "coordinates": [[3.598, 3.163, -0.452], [3.986, 3.282, 0.557], [3.132, 4.099, -0.753], [4.434, 2.966, -1.120], [2.590, 2.020, -0.508], [3.226, 0.698, -0.080], [2.214, -0.439, -0.181], [1.741, -0.545, -1.552], [0.989, -1.743, -1.820], [-0.350, -1.840, -1.158], [-0.769, -1.260, -0.078], [-2.061, -1.703, 0.041], [-2.400, -2.514, -0.928], [-1.296, -2.608, -1.717], [-2.934, -1.307, 1.125], [-4.230, -1.814, 1.208], [-5.058, -1.434, 2.245], [-4.589, -0.544, 3.201], [-3.302, -0.031, 3.131], [-2.477, -0.414, 2.092], [-1.471, -0.030, 2.017], [-2.955, 0.660, 3.883], [-5.623, -0.068, 4.498], [-6.062, -1.822, 2.318], [-4.570, -2.505, 0.452], [1.586, -2.606, -1.503], [0.827, -1.830, -2.900], [1.055, 0.670, -1.959], [2.028, 1.843, -1.917], [2.848, 1.646, -2.609], [1.515, 2.751, -2.240], [0.686, 0.530, -2.979], [0.193, 0.884, -1.305], [2.693, -1.384, 0.087], [1.382, -0.262, 0.516], [3.592, 0.766, 0.946], [4.072, 0.479, -0.734], [1.761, 2.246, 0.173]], "forces_ev_per_a": [[-0.272, -0.165, 0.071], [0.091, 0.060, 0.099], [0.003, 0.144, -0.034], [0.126, -0.007, -0.086], [0.339, 0.017, -0.208], [-0.355, -0.022, 0.118], [0.353, 0.076, 0.211], [-0.188, -0.083, 0.033], [0.146, -0.177, -0.219], [-0.431, 0.167, 0.407], [0.397, 0.069, -0.107], [0.530, -0.491, -0.994], [-1.021, 0.041, 0.682], [0.787, 0.133, -0.284], [-0.439, 0.119, 0.427], [0.225, 0.119, 0.027], [-0.038, 0.052, 0.091], [0.196, -0.066, -0.211], [-0.168, -0.011, 0.087], [-0.054, -0.174, -0.209], [0.084, 0.044, 0.010], [0.004, 0.052, 0.071], [-0.132, 0.060, 0.163], [-0.084, -0.017, 0.027], [-0.088, -0.078, -0.053], [-0.078, 0.032, -0.095], [0.027, -0.073, 0.095], [0.090, 0.251, -0.245], [-0.300, -0.063, 0.244], [0.061, 0.031, -0.077], [0.008, 0.055, -0.041], [-0.056, -0.004, 0.034], [0.027, -0.007, -0.085], [-0.053, -0.017, 0.039], [0.130, -0.038, -0.016], [0.060, 0.006, 0.040], [0.108, -0.003, -0.018], [-0.033, -0.031, 0.002]]}

=====

{"formula": "C15H18ClN3O2", "method": "wB97M-V/def2-TZVPD", "de_lowest_kj_mol": 41.9, "total_energy_ev": -36935.2626, "homo_ev": -8.7, "orbital_gap_ev": 9.29, "smiles": "Cc1c(Cl)cccc1NC(=O)Nc1cc(C(C)(C)C)on1", "symbols": ["C", "C", "C", "C", "C", "C", "C", "N", "C", "O", "N", "C", "N", "O", "C", "C", "H", "C", "C", "H", "H", "H", "C", "H", "H", "H", "C", "H", "H", "H", "H", "H", "H", "H", "H", "Cl", "H", "H", "H"], "coordinates": [[-3.932, 1.214, -2.059], [-4.264, 0.853, -0.648], [-5.534, 1.064, -0.114], [-5.836, 0.804, 1.212], [-4.847, 0.326, 2.051], [-3.584, 0.080, 1.551], [-3.298, 0.316, 0.210], [-1.995, 0.035, -0.242], [-1.696, -0.774, -1.286], [-2.476, -1.296, -2.049], [-0.326, -0.995, -1.460], [0.722, -0.626, -0.668], [0.610, 0.094, 0.429], [1.867, 0.248, 0.935], [2.748, -0.380, 0.148], [2.086, -0.960, -0.896], [2.481, -1.536, -1.705], [4.207, -0.308, 0.493], [4.899, -1.610, 0.081], [5.946, -1.576, 0.372], [4.847, -1.755, -0.995], [4.432, -2.463, 0.569], [4.367, -0.081, 1.998], [3.867, 0.835, 2.300], [5.422, -0.004, 2.250], [3.936, -0.908, 2.556], [4.814, 0.873, -0.279], [4.324, 1.802, 0.000], [5.874, 0.956, -0.051], [4.700, 0.729, -1.351], [-0.108, -1.586, -2.250], [-1.226, 0.236, 0.397], [-2.805, -0.306, 2.193], [-5.067, 0.134, 3.090], [-6.834, 0.986, 1.580], [-6.800, 1.689, -1.117], [-4.634, 1.947, -2.444], [-3.967, 0.325, -2.688], [-2.923, 1.617, -2.113]], "forces_ev_per_a": [[-0.081, -0.022, -0.138], [0.037, 0.006, -0.029], [0.192, -0.127, 0.248], [-0.003, 0.009, 0.007], [-0.016, 0.063, -0.050], [0.076, -0.011, -0.112], [-0.487, -0.049, 0.114], [0.332, 0.182, 0.238], [0.118, -0.112, -0.012], [-0.247, -0.133, -0.136], [0.018, -0.187, -0.323], [0.781, 0.373, 0.647], [-0.882, -0.159, -0.442], [0.653, -0.005, 0.129], [-0.259, -0.439, -0.630], [0.079, 0.260, 0.475], [0.174, -0.147, -0.167], [0.051, 0.123, 0.129], [-0.199, 0.146, 0.054], [0.120, 0.021, 0.005], [0.021, -0.060, -0.146], [-0.016, -0.109, 0.036], [-0.085, -0.015, -0.141], [-0.003, 0.068, 0.095], [0.114, 0.005, 0.004], [-0.031, -0.065, 0.108], [-0.079, -0.106, 0.069], [-0.026, 0.118, 0.004], [0.140, 0.024, 0.030], [0.004, 0.015, -0.104], [-0.177, 0.101, 0.160], [-0.183, 0.103, -0.042], [0.074, -0.084, 0.048], [-0.015, -0.019, 0.094], [-0.089, 0.025, 0.001], [-0.247, 0.082, -0.121], [0.074, 0.047, -0.010], [-0.001, 0.068, -0.055], [0.063, 0.008, -0.038]]}